{
  "formula": "C6H5NS",
  "method": "the ωB97M-V functional and the def2-TZVPD basis",
  "total_energy_ev": -18626.726,
  "smiles": "C=C1C=CC(=S)N=C1",
  "de_lowest_kcal_mol": 7.4,
  "fmax_ev_per_a": 1.1,
  "elements": ["C", "C", "C", "C", "C", "C", "H", "H", "H", "H", "H", "N", "S"],
  "coordinates": [[2.2083, -0.2226, 0.0217], [0.8599, -0.1390, -0.0126], [0.1202, 1.1009, -0.0050], [-1.2189, 1.0794, -0.0225], [-1.9868, -0.1768, -0.0181], [0.0166, -1.3401, -0.0204], [2.8024, 0.6880, 0.0593], [2.6995, -1.1756, 0.0893], [0.6313, 2.0513, -0.0064], [-1.8014, 2.0063, -0.0236], [0.5404, -2.2895, -0.0767], [-1.2586, -1.4000, -0.0019], [-3.6130, -0.1825, 0.0169]],
  "forces_ev_per_angstrom": [[-1.02, 0.46, 0.19], [0.47, -0.13, 0.11], [-0.44, 0.25, -0.18], [-0.38, 0.21, 0.00], [0.51, -0.02, 0.28], [0.24, -0.22, -0.13], [0.00, -0.25, -0.06], [0.19, -0.22, -0.13], [0.22, 0.05, 0.04], [0.23, -0.41, -0.01], [0.08, -0.14, 0.13], [-0.29, 0.47, -0.18], [0.19, -0.06, -0.06]],
  "lowdin_charge": [0.117, -0.281, -0.047, -0.111, -0.833, -0.102, 0.076, 0.066, 0.115, 0.103, 0.118, 0.052, 0.727]
}